(1)
Formula: C20H18Cl5CoN3O8P
Source: OMol25
Level of theory: ωB97M-V with the def2-TZVPD basis set

Geometry as XYZ:
```
56
Properties=species:S:1:pos:R:3
Co 0.333 0.579 0.876
Cl 3.604 4.086 3.355
Cl 3.888 4.274 -2.013
Cl 1.361 2.493 -2.199
Cl 1.246 2.017 3.097
Cl 4.955 5.168 0.753
P -1.736 1.051 -0.847
O -1.253 0.876 -2.398
O -3.032 -0.391 3.170
O -1.585 0.665 1.839
O 3.334 -2.374 1.095
O 2.419 -0.338 1.050
O -2.724 -0.233 -0.846
O -0.324 -4.825 3.863
O -2.968 2.159 -1.035
N 0.230 -1.140 2.135
N 1.371 -1.868 -2.350
N 0.345 -0.823 -0.723
C -2.177 0.646 -3.440
C 1.977 2.702 1.694
C 1.197 -2.045 2.101
C -0.237 -2.038 -0.890
C 2.349 -2.134 -3.362
C 3.123 3.707 -0.581
C 1.037 -3.299 2.660
C -3.878 -0.340 -0.034
C 1.427 2.286 0.478
C 3.028 3.596 1.814
C -0.933 -1.416 2.707
C -0.172 -3.599 3.290
C -1.185 -2.644 3.299
C -2.696 3.538 -0.975
C 3.623 4.090 0.656
C 1.309 -0.755 -1.608
C 2.028 2.849 -0.643
C 2.454 -1.558 1.347
C 0.393 -2.705 -1.897
C -1.955 -0.286 2.589
H -2.541 -0.383 -3.420
H -1.648 0.835 -4.375
H 1.966 -2.878 -4.057
H -4.699 0.230 -0.474
H -2.156 -2.831 3.741
H -1.746 3.781 -1.455
H 0.254 -3.684 -2.305
H 2.575 -1.213 -3.899
H -2.672 3.885 0.060
H -3.704 0.016 0.979
H -3.506 4.040 -1.509
H -1.173 -4.867 4.321
H -1.061 -2.348 -0.281
H 1.830 -4.026 2.620
H 2.001 0.055 -1.707
H -4.137 -1.400 -0.006
H -3.028 1.323 -3.358
H 3.268 -2.506 -2.903
```

Values from the calculation:
E_tot = -151415.77202 eV
energy relative to the best compared isomer or geometry (same formula, charge and spin) = 0.746 eV
2S+1 = 4
total charge = -1
highest occupied orbital energy (spin up / spin down) = -5.4 / -5.9 eV
LUMO (spin up / spin down) = 2.465 / 2.463 eV

---

(2)
Formula: C6H10N2
Source: OMol25
Level of theory: ωB97M-V with the def2-TZVPD basis set

Geometry as XYZ:
```
18
Properties=species:S:1:pos:R:3
N -0.613 1.273 0.311
N -0.838 -1.010 0.053
C 2.336 -1.050 0.297
C -2.030 0.872 0.204
C 0.016 0.072 0.121
C 1.871 1.455 -0.175
C 1.410 0.123 -0.106
C -2.243 -0.670 -0.216
H -0.679 -2.004 -0.457
H -2.214 -0.550 -1.309
H -2.681 0.800 1.123
H 2.846 1.729 -0.489
H 2.212 -1.867 -0.463
H 3.369 -0.456 -0.053
H 0.872 2.135 -0.230
H 2.155 -1.281 1.317
H -3.174 -1.149 0.422
H -2.616 1.579 -0.352
```

Values from the calculation:
E_tot = -9359.85969 eV
energy relative to the best compared isomer or geometry (same formula, charge and spin) = 4.577 eV
highest occupied orbital energy = -7.9 eV
LUMO = 0.567 eV

---

(3)
Formula: C20H23N3O3
Source: OMol25
Level of theory: ωB97M-V with the def2-TZVPD basis set

Geometry as XYZ:
```
49
Properties=species:S:1:pos:R:3
O -1.994 0.576 1.906
O 3.479 0.614 0.145
O 0.975 3.018 -0.584
N -2.570 1.381 -0.822
N -1.462 1.631 -0.049
N 1.229 1.497 1.063
C -3.077 0.223 -0.940
C -7.560 -1.051 0.805
C 1.616 2.128 -0.051
C -6.144 -1.484 -1.081
C -5.478 -0.285 -0.873
C -1.253 1.262 1.230
C 4.716 0.118 -0.184
C 2.947 1.661 -0.629
C 6.720 -0.041 -1.479
C -4.335 0.143 -1.758
C 0.042 1.868 1.802
C -7.182 -1.864 -0.248
C 5.197 -0.887 0.654
C 5.481 0.542 -1.260
C 6.432 -1.468 0.434
C 7.195 -1.033 -0.647
C 6.952 -2.543 1.339
C -6.897 0.146 1.022
C -2.569 -1.053 -0.353
C -5.862 0.526 0.188
H -0.878 2.373 -0.436
H 1.800 0.735 1.397
H -7.695 -2.799 -0.422
H 0.143 1.536 2.835
H 7.315 0.291 -2.317
H 5.134 1.314 -1.928
H -7.186 0.783 1.845
H -1.486 -1.113 -0.475
H 7.860 -2.208 1.838
H -8.369 -1.348 1.457
H -4.199 -0.577 -2.568
H -2.771 -1.071 0.720
H -5.855 -2.124 -1.903
H 2.772 1.345 -1.667
H 8.162 -1.477 -0.830
H 3.621 2.529 -0.647
H -4.536 1.127 -2.185
H -5.338 1.455 0.357
H 4.581 -1.200 1.483
H -3.041 -1.912 -0.821
H 6.218 -2.807 2.095
H -0.052 2.959 1.775
H 7.199 -3.435 0.765
```

Values from the calculation:
E_tot = -31726.19036 eV
energy relative to the best compared isomer or geometry (same formula, charge and spin) = 1.963 eV
highest occupied orbital energy = -8.8 eV
LUMO = 0.575 eV

---

(4)
Formula: CNO3S2
Source: OMol25
Level of theory: ωB97M-V with the def2-TZVPD basis set

Geometry as XYZ:
```
7
Properties=species:S:1:pos:R:3
S 1.437 -0.381 -0.029
S 2.523 1.270 0.195
O -1.412 0.799 -0.743
O 1.838 -1.190 -1.209
O 1.230 -1.147 1.139
N -3.267 0.196 0.665
C -2.349 0.453 -0.019
```

Values from the calculation:
E_tot = -30339.52899 eV
energy relative to the best compared isomer or geometry (same formula, charge and spin) = 2.049 eV
total charge = -1
highest occupied orbital energy (spin up / spin down) = -4.6 / -4.6 eV
LUMO (spin up / spin down) = 0.306 / 0.304 eV

---

(5)
Formula: C20H22F3FeN4
Source: OMol25
Level of theory: ωB97M-V with the def2-TZVPD basis set

Geometry as XYZ:
```
50
Properties=species:S:1:pos:R:3
Fe -0.961 -0.688 -0.378
F 7.008 1.703 -4.073
F 6.664 2.391 -2.048
F 6.213 3.689 -3.724
N -2.789 -0.163 0.758
N -0.462 1.257 0.922
N 0.324 -1.492 1.348
N -2.036 -2.700 0.227
C 4.789 1.852 -3.304
C 3.691 2.647 -3.631
C -0.060 -0.058 -2.022
C 4.633 0.528 -2.877
C -3.996 1.352 2.120
C 3.371 0.032 -2.676
C -3.738 -1.090 0.920
C -1.495 -3.163 1.515
C 2.243 0.862 -2.907
C -0.003 -0.611 2.484
C 6.190 2.425 -3.307
C 0.286 0.837 2.119
C -3.478 -2.422 0.266
C -1.727 1.964 1.168
C 0.994 0.389 -2.509
C 2.419 2.161 -3.434
C -2.882 1.020 1.368
C -5.018 0.423 2.243
C 0.002 -2.912 1.583
C -4.881 -0.826 1.654
H 0.047 1.468 2.979
H -2.006 -2.633 2.319
H 1.351 0.944 1.907
H -5.902 0.656 2.821
H -1.676 -4.230 1.660
H -1.654 2.637 2.027
H 5.505 -0.085 -2.692
H -1.945 2.572 0.287
H -1.864 -3.407 -0.480
H 0.497 -3.499 0.808
H 0.121 1.878 0.376
H -1.063 -0.721 2.712
H -4.070 2.323 2.591
H 1.556 2.768 -3.669
H -4.026 -3.203 0.799
H 3.846 3.643 -4.021
H 0.567 -0.886 3.376
H 3.219 -0.980 -2.328
H 0.377 -3.250 2.553
H 1.323 -1.426 1.176
H -5.650 -1.580 1.753
H -3.854 -2.395 -0.760
```

Values from the calculation:
E_tot = -69581.75980 eV
energy relative to the best compared isomer or geometry (same formula, charge and spin) = 0.292 eV
2S+1 = 6
total charge = +2
highest occupied orbital energy (spin up / spin down) = -15.2 / -15.2 eV
LUMO (spin up / spin down) = -5.824 / -9.172 eV

---

(6)
Formula: C3H23NO11S
Source: OMol25
Level of theory: ωB97M-V with the def2-TZVPD basis set

Geometry as XYZ:
```
39
Properties=species:S:1:pos:R:3
S -3.548 2.016 -1.071
O -2.870 -0.970 -2.000
O 0.967 0.760 1.401
O -4.531 -0.724 0.391
O 0.254 -1.225 0.734
O 3.240 -0.668 1.724
O 2.166 -0.608 -1.520
O 1.454 -3.554 0.239
O -0.404 -2.319 -1.487
O 1.688 3.387 -0.146
O 3.847 -2.555 -0.515
O 4.098 1.990 0.601
N -1.271 0.261 1.592
C 0.042 -0.070 1.240
C -1.690 1.639 1.256
C -1.820 1.954 -0.236
H -1.172 -1.933 -1.994
H 3.538 -1.266 1.023
H 3.631 1.332 1.140
H 3.660 -1.817 -1.128
H -1.183 1.284 -0.863
H 1.709 2.711 0.549
H -0.915 2.264 1.678
H -0.242 -1.644 -0.777
H 4.500 1.521 -0.144
H 1.307 -2.756 0.781
H 2.968 -3.026 -0.503
H 2.403 -0.208 1.502
H 0.753 -3.633 -0.420
H -3.018 -1.198 -1.072
H 2.524 3.155 -0.574
H -4.449 0.120 -0.116
H -1.573 2.993 -0.469
H -4.224 -0.433 1.260
H -2.683 1.837 1.690
H -2.941 -0.002 -2.102
H -1.890 -0.487 1.297
H 1.445 -1.091 -1.943
H 1.823 -0.054 -0.807
```

Values from the calculation:
E_tot = -38336.40433 eV
total charge = -2
highest occupied orbital energy = -1.4 eV
LUMO = 5.215 eV